# 1
Molecular formula: C2H8NO2P
Method: DFT, wB97M-V/def2-TZVPD

Its gap between HOMO and LUMO is 10.210 eV. For the relative energy (zero: lowest compared OMol25 entry of this formula, charge and spin), the calculation gives 2.6864 eV. Its lowest unoccupied orbital energy is 0.575 eV. As for the HOMO energy: -9.6 eV.

The geometry in XYZ format:
```
14
Properties=species:S:1:pos:R:3:forces:R:3:mulliken_charge:R:1
C 1.652 0.226 0.730 -2.93 0.40 2.10 -1.071
C 1.218 0.164 -0.710 1.97 -0.64 -0.99 -0.100
N -2.863 -0.220 -0.373 0.86 0.35 -1.61 -0.563
O -1.369 -1.484 1.334 0.63 -0.47 1.25 -0.508
O -0.121 0.128 -1.008 -4.13 -2.27 1.89 -0.529
P -1.558 -1.142 -0.051 2.05 0.73 -4.24 0.632
H 2.697 0.268 0.912 0.92 -0.07 -0.07 0.363
H 1.151 1.070 1.264 0.72 0.35 -0.85 0.280
H 1.150 -0.499 1.408 0.77 -0.69 -0.89 0.270
H 1.758 -0.684 -1.246 -0.39 0.79 0.59 0.242
H 1.556 1.105 -1.186 0.13 -0.34 -0.02 0.221
H -2.701 0.478 0.354 -0.88 1.02 -0.62 0.304
H -2.735 0.077 -1.404 -0.52 0.19 2.32 0.337
H -1.746 -2.149 -1.112 0.81 0.65 1.13 0.121
```
Positions in Å, forces in eV/Å.

=====

# 2
Molecular formula: C2H8NO2P
Method: DFT, wB97M-V/def2-TZVPD

Its gap between HOMO and LUMO (spin up / spin down) is 7.549 / 7.547 eV. For the relative energy (zero: lowest compared OMol25 entry of this formula, charge and spin), the calculation gives 3.9691 eV. Its lowest unoccupied orbital energy (spin up / spin down) is 0.351 / 0.350 eV. As for the HOMO energy (spin up / spin down): -7.2 / -7.2 eV.

The geometry in XYZ format:
```
14
Properties=species:S:1:pos:R:3:forces:R:3:mulliken_charge:R:1
C -0.525 -1.780 -0.071 -0.20 1.40 1.54 -1.177
C 0.678 -0.925 -0.315 0.62 1.68 -1.79 0.404
N 1.291 -1.056 -1.537 1.57 0.69 -0.32 -0.446
O -0.120 0.485 1.875 -0.85 -0.05 2.29 -0.620
O -1.156 2.887 0.567 0.03 2.52 -0.46 -0.614
P 0.504 0.669 0.572 2.36 0.22 -2.58 0.308
H -1.396 -1.117 0.055 0.18 -0.46 -0.18 0.301
H -0.355 -2.170 0.908 -0.08 -0.35 1.05 0.328
H -0.773 -2.629 -0.637 0.12 -0.77 -1.57 0.416
H 1.882 1.486 0.583 -1.60 -1.55 -0.05 0.051
H 0.806 -1.581 -2.274 0.51 0.49 0.51 0.208
H -1.625 2.436 1.232 -0.71 -1.91 1.32 0.304
H 2.175 -0.493 -1.845 -2.55 -1.50 1.09 0.241
H -1.385 3.790 0.886 0.63 -0.42 -0.85 0.296
```
Positions in Å, forces in eV/Å.

=====

# 3
Molecular formula: C2H8NO2PS
Method: DFT, wB97M-V/def2-TZVPD

Its gap between HOMO and LUMO is 10.049 eV. For the relative energy (zero: lowest compared OMol25 entry of this formula, charge and spin), the calculation gives 1.9734 eV. Its lowest unoccupied orbital energy is 0.524 eV. As for the HOMO energy: -9.5 eV.

The geometry in XYZ format:
```
15
Properties=species:S:1:pos:R:3:forces:R:3:mulliken_charge:R:1
C 1.250 -0.483 0.860 0.13 -1.38 0.46 -0.422
C -0.210 -0.907 0.495 1.48 1.49 -3.79 -0.809
N 1.368 0.954 0.723 -2.61 -1.74 -0.80 -0.437
O 0.366 0.290 -2.202 -1.11 0.02 0.94 -0.599
O -1.211 1.592 -0.627 -0.72 0.59 -0.76 -0.485
P -0.745 0.196 -1.210 2.09 -1.42 1.70 0.762
S -2.434 -0.687 -2.049 0.04 -0.09 0.81 -0.257
H 1.363 -0.688 1.939 0.09 -0.23 -0.36 0.347
H 2.018 -1.184 0.322 -1.21 1.51 0.58 0.231
H -0.868 -0.656 1.276 -1.10 0.01 0.85 0.398
H -0.243 -1.914 0.080 -0.28 -0.11 0.55 0.384
H -2.833 -0.951 -0.772 -0.20 0.02 -0.56 0.146
H 1.251 1.150 -0.243 0.56 0.83 -0.84 0.149
H 2.119 1.381 1.129 2.41 1.02 0.99 0.214
H -1.191 1.906 0.278 0.44 -0.52 0.23 0.376
```
Positions in Å, forces in eV/Å.

=====

Which value of relative energy (zero: lowest compared OMol25 entry of this formula, charge and spin) does entry 2 give?
3.9691 eV